Record 1
The following is a quantum chemistry calculation of a single C5H3NO molecule, from the Open Molecules 2025 dataset.

## Properties
Highest occupied orbital energy, Eh: -0.3746
SMILES: C#Cc1ccon1
Lowest unoccupied orbital energy, eV: 0.94
Kohn-Sham gap, eV: 11.1333

```
! wB97M-V def2-TZVPD RIJCOSX def2/J DEFGRID3
* xyz 0 1
C -1.31345 -2.37719 0.82686
C -0.88648 -1.30774 0.51391
C -0.35645 -0.00805 0.08534
C 0.95032 0.32064 -0.43613
C 0.92777 1.65206 -0.62707
H -1.34575 -3.40013 1.21218
H 1.69534 -0.39969 -0.45982
H 1.66561 2.38072 -0.88269
N -1.06761 1.05216 0.07115
O -0.26929 2.08722 -0.30373
*
```

Record 2
The following is a quantum chemistry calculation of a molecular structure, C27H32EuFN5O8S4, from the Open Molecules 2025 dataset.

## Properties
Highest occupied orbital energy (alpha / beta), Eh: -0.3745 / -0.3743
<S²>: 12.0086
Lowest unoccupied orbital energy (alpha / beta), eV: -2.91 / -2.91
Kohn-Sham gap (alpha / beta), eV: 7.2838 / 7.2799

```
! wB97M-V def2-TZVPD RIJCOSX def2/J DEFGRID3
* xyz 1 7
Eu 2.02271 1.30430 0.13924
C 3.87102 -1.78948 1.59927
C 4.78047 -0.80673 0.94095
N 4.38624 0.32830 0.43391
C 5.44524 1.04264 -0.08163
C 6.65460 0.42927 0.04140
S 6.45329 -1.07934 0.81011
C 5.19538 2.35020 -0.71458
C 6.11113 3.11154 -1.37456
S 5.35673 4.52592 -1.95713
C 3.87064 4.02546 -1.30656
N 3.92549 2.88306 -0.67364
C 2.62270 4.81911 -1.49604
H 3.47401 -1.35934 2.52246
H 4.40983 -2.70149 1.85453
H 3.04174 -2.03439 0.93602
H 7.61522 0.78445 -0.28356
H 7.15050 2.90077 -1.54568
H 2.84105 5.77535 -1.96925
H 2.12021 4.98081 -0.54286
H 1.93449 4.26665 -2.14065
F -1.15653 -4.00153 1.32314
C -1.63420 -2.80482 0.93595
C -0.97179 -1.66263 1.33044
C -1.47200 -0.41515 0.95042
C -0.69279 0.77245 1.22544
O 0.46240 0.65972 1.77452
C -1.22105 2.03647 0.78403
C -2.44058 2.04696 0.12035
N -3.11112 0.91798 -0.22455
C -4.24231 1.01949 -1.10845
C -4.09688 0.46326 -2.49794
C -4.14480 1.94544 -2.28287
C -2.64792 -0.34886 0.18324
C -3.28402 -1.51559 -0.22412
C -2.76236 -2.76476 0.12806
N -3.36872 -3.94314 -0.40362
C -4.70100 -4.30617 0.03413
C -5.45634 -4.86888 -1.18315
N -4.41937 -5.23890 -2.21604
C -3.32153 -6.04909 -1.58659
C -2.55031 -5.11633 -0.63239
C -0.44931 3.33351 0.77359
O -1.06016 4.37953 0.90342
O 0.81437 3.20627 0.58614
H -0.05723 -1.71384 1.90055
H -2.85785 2.97895 -0.22619
H -5.20213 0.93149 -0.61172
H -4.95927 -0.02525 -2.93040
H -3.13256 0.04596 -2.75416
H -5.03634 2.49041 -2.55324
H -3.21439 2.47643 -2.41772
H -4.14289 -1.46921 -0.87688
H -5.22146 -3.42537 0.40577
H -4.67370 -5.04573 0.84633
H -6.11318 -4.14073 -1.65688
H -6.01666 -5.77772 -0.96927
H -3.99867 -4.36336 -2.54187
H -4.83997 -5.71843 -3.01022
H -2.70265 -6.44923 -2.38733
H -3.81928 -6.87245 -1.07539
H -1.60891 -4.80563 -1.08470
H -2.32132 -5.67583 0.28055
O 2.43540 0.62183 -2.07602
S 1.18816 -0.18307 -1.82168
O 0.74790 -1.02956 -2.88718
O 0.20030 0.87823 -1.38809
O 1.49999 -0.89413 -0.51965
C 1.47966 3.62277 3.77769
S 2.84731 3.61425 2.65222
C 4.17785 3.81188 3.80860
O 2.99884 2.16087 2.19811
H 1.65826 2.86582 4.54121
H 0.57672 3.40541 3.21775
H 1.40418 4.61754 4.21598
H 4.13191 4.81475 4.23029
H 5.09852 3.69692 3.24136
H 4.11907 3.05374 4.58731
*
```